No. 1
This record from the OMol25 dataset describes a structure of composition C29H32HfN7OS2 in a non-equilibrium geometry. The level of theory is ωB97M-V with the def2-TZVPD basis set.

Last column: Mulliken charge in e.
Element x y z (Å)
Hf: 0.07804 0.17397 -0.06044  2.90
C: -2.71433 0.27252 1.51655  -1.15
N: -1.80079 -0.79529 1.07473  0.33
C: -1.22690 -1.55039 2.23378  -1.26
C: 0.15068 -2.04495 1.88651  1.00
C: 0.51822 -3.32231 2.08832  -0.93
C: 1.91658 -3.68325 1.85655  -0.53
C: 2.79808 -2.77062 1.44947  -1.21
C: 2.39803 -1.35647 1.14124  0.21
N: 0.97951 -1.03900 1.41864  0.01
C: -2.48046 -1.72717 0.16687  -1.34
C: -2.74059 -1.07897 -1.16484  0.44
C: -3.84904 -1.41420 -1.92097  -1.00
C: -3.99311 -0.86445 -3.18482  -0.67
C: -3.01854 0.00206 -3.64953  -1.07
C: -1.94852 0.30396 -2.83016  -0.58
N: -1.80603 -0.21334 -1.60012  0.65
C: -1.92961 1.36067 2.20763  0.38
C: -2.54442 2.27237 3.04245  -1.00
C: -1.75539 3.20038 3.70626  -0.63
C: -0.38368 3.15466 3.53784  -1.05
C: 0.14787 2.21665 2.67576  -0.51
N: -0.60567 1.34403 1.99949  0.53
H: -3.46285 -0.13314 2.20447  0.63
H: -3.24919 0.67612 0.65380  0.46
H: -1.88004 -2.37735 2.52037  0.48
H: -1.13825 -0.87235 3.08006  0.37
H: -0.18510 -4.04108 2.48730  0.45
H: 2.23674 -4.69945 2.05445  0.42
H: 3.84546 -3.02367 1.31350  0.52
H: 3.03757 -0.65488 1.68264  0.38
H: -3.41036 -2.10314 0.60278  0.58
H: -1.81609 -2.58623 0.02858  0.47
H: -4.58168 -2.10397 -1.52119  0.54
H: -4.85233 -1.11164 -3.79572  0.45
H: -3.08240 0.44975 -4.63134  0.52
H: -1.16504 0.97515 -3.14425  0.54
H: -3.61756 2.24098 3.18162  0.54
H: -2.20798 3.93271 4.36245  0.45
H: 0.27479 3.84028 4.05170  0.49
H: 1.21934 2.13632 2.53361  0.57
C: 5.12502 2.49593 1.27197  -0.80
S: 3.68602 3.57083 1.19473  0.01
C: 2.52694 2.52510 0.35160  0.56
S: 1.07377 3.50495 0.04062  -0.50
N: 2.82115 1.30767 0.13740  -0.72
N: 2.03173 0.37852 -0.53527  -0.02
C: 2.63887 -0.94543 -0.36657  -0.71
C: 1.94304 -1.93019 -1.24722  0.27
C: 2.60709 -3.02655 -1.77864  -0.75
C: 1.90291 -3.95369 -2.51714  -0.51
C: 0.54255 -3.75475 -2.71855  -1.13
C: -0.04773 -2.64500 -2.16507  -0.07
N: 0.62272 -1.74382 -1.43052  0.09
H: 5.94315 3.12271 1.62216  0.39
H: 5.34451 2.10826 0.27975  0.26
H: 4.96105 1.67301 1.96372  0.23
H: 3.71410 -0.92211 -0.55788  0.83
H: 3.66898 -3.13431 -1.60410  0.51
H: 2.40267 -4.81734 -2.93670  0.46
H: -0.05036 -4.44443 -3.30312  0.48
H: -1.10051 -2.46001 -2.32707  0.32
C: 0.45793 3.00059 -3.02984  -0.84
O: 0.33495 1.99002 -2.03716  -0.50
C: -0.09966 2.34012 -0.71728  0.56
C: -1.41983 3.10797 -0.73903  -1.91
H: -0.51879 3.38418 -3.34363  0.34
H: 0.95334 2.53625 -3.87965  0.25
H: 1.06860 3.82602 -2.66280  0.32
H: -1.33738 4.07028 -1.25499  0.59
H: -1.75458 3.32118 0.27796  0.41
H: -2.19716 2.52878 -1.24373  0.22

Output
- Kohn-Sham gap (eV) = 6.308
- HOMO energy (eV) = -9.1992
- calculated total energy (hartree) = -2427.06486
- relative energy (zero: lowest compared OMol25 entry of this formula, charge and spin) (kcal per mole) = 11.8
- charge = +1

=====

No. 2
This record from the OMol25 dataset describes a structure of composition C29H32N5O7OsS4. The level of theory is ωB97M-V with the def2-TZVPD basis set.

Last column: Mulliken charge in e.
Element x y z (Å)
Os: 0.59893 1.70425 -1.51398  3.29
N: -0.98658 1.75736 -2.91513  -0.82
C: -1.25279 3.18136 -3.18090  -0.58
C: -1.11546 3.93110 -1.87122  0.56
O: -1.66906 4.95172 -1.59787  -0.55
N: -0.23341 3.25968 -0.96083  -0.06
C: -0.53534 3.38696 0.45684  -0.95
C: -0.80046 1.94579 0.95056  0.88
O: -1.19243 1.70666 2.06251  -0.66
O: -0.55987 1.04202 0.02271  -0.95
H: -1.83353 1.25503 -2.60875  0.22
H: -0.69653 1.27321 -3.75929  0.37
H: -0.51021 3.56524 -3.88222  0.32
H: -2.24532 3.36792 -3.58713  0.44
H: 0.31865 3.78351 1.00121  0.12
H: -1.40661 4.01725 0.62486  0.53
O: -2.90757 -0.08088 -2.50973  -0.48
S: -4.19518 -0.82901 -2.29470  -0.14
C: -3.71929 -2.57487 -2.19371  -0.98
C: -2.85088 -3.00038 -1.01659  -1.26
C: -1.49881 -2.30314 -0.83908  1.02
C: -0.54128 -2.57500 -1.98643  -0.95
S: 1.05957 -1.73608 -1.91911  -0.25
O: 0.69050 -0.26145 -2.13327  -0.36
C: 1.58098 -2.10200 -0.27190  1.03
C: 2.52856 -3.11765 -0.20423  -0.73
C: 2.88144 -3.62748 1.03708  -0.71
C: 2.29876 -3.10877 2.18290  -0.73
C: 1.38231 -2.06609 2.10028  -0.85
C: 1.01722 -1.54463 0.87209  0.37
C: -4.68635 -0.57559 -0.59763  0.45
C: -3.84103 0.08207 0.27966  0.14
C: -4.24215 0.25866 1.59793  -0.67
C: -5.47802 -0.21557 2.01445  -0.60
C: -6.32409 -0.85907 1.11870  -0.61
C: -5.93492 -1.03527 -0.19969  -0.35
H: -3.25003 -2.76267 -3.16257  0.48
H: -4.66136 -3.12807 -2.18439  0.55
H: -2.68828 -4.07847 -1.11525  0.55
H: -3.41999 -2.86594 -0.09481  0.39
H: -1.06710 -2.68873 0.08405  0.39
H: -1.62546 -1.22860 -0.71863  -0.77
H: -0.94300 -2.25308 -2.95001  0.54
H: -0.27320 -3.63325 -2.06263  0.52
H: 2.97343 -3.51310 -1.10953  0.50
H: 3.61015 -4.42393 1.10370  0.43
H: 2.57073 -3.49913 3.15530  0.40
H: 0.94589 -1.65518 2.99977  0.60
H: 0.30428 -0.73430 0.80287  -0.04
H: -2.88032 0.44583 -0.06112  -0.01
H: -3.57999 0.76625 2.28649  0.53
H: -5.79106 -0.07503 3.04046  0.40
H: -7.29307 -1.21265 1.44442  0.40
H: -6.59978 -1.51624 -0.90807  0.42
N: 3.44084 -1.46455 5.19738  -0.50
C: 3.39241 -0.54488 4.16858  0.91
C: 2.37549 0.41319 4.11979  -1.11
C: 2.29198 1.29186 3.05825  -0.18
C: 3.22366 1.21497 2.02949  -0.07
C: 4.24382 0.26842 2.06474  -0.52
C: 4.32467 -0.60676 3.12426  -0.73
S: 3.25622 2.45617 0.80620  1.21
O: 2.42451 3.53525 1.25640  -0.80
O: 4.62649 2.70257 0.44070  -0.72
N: 2.55832 1.81361 -0.54716  -0.39
C: 3.11613 2.08997 -1.74871  0.21
S: 4.71616 2.32764 -2.31055  -0.03
C: 4.10687 2.35373 -3.94437  -0.36
C: 2.77329 2.21167 -3.98390  -0.76
N: 2.20178 2.09894 -2.72993  -0.03
H: 2.95502 -1.21631 6.04391  0.21
H: 4.33269 -1.90036 5.36737  0.25
H: 1.65352 0.47174 4.92528  0.39
H: 1.52004 2.04855 3.03416  0.54
H: 4.98918 0.24672 1.28031  0.51
H: 5.11911 -1.34234 3.15939  0.34
H: 4.77418 2.51139 -4.77471  0.43
H: 2.15200 2.21829 -4.86527  0.41

Output
- Kohn-Sham gap (eV) = 6.363
- HOMO energy (eV) = -10.6388
- calculated total energy (hartree) = -3607.98761
- relative energy (zero: lowest compared OMol25 entry of this formula, charge and spin) (kcal per mole) = 5.8
- charge = +1

=====

No. 3
This record from the OMol25 dataset describes a structure of composition C29H33BF6N2O4 in a non-equilibrium geometry. The level of theory is ωB97M-V with the def2-TZVPD basis set.

Last column: Mulliken charge in e.
Element x y z (Å)
C: 9.21871 0.54254 -0.98639  -1.17
C: 8.09531 1.47038 -0.92225  0.35
C: 8.07536 2.85140 -0.93548  -0.56
C: 6.70396 3.22536 -0.86385  -0.65
C: 5.96212 2.04446 -0.81280  0.52
B: 4.35828 1.78850 -0.84392  0.48
O: 4.01614 1.08371 0.39365  -0.49
C: 2.62280 0.96202 0.37763  -0.67
C: 2.05726 1.64386 -0.92048  1.41
C: 0.60956 1.78253 -0.89803  -1.63
C: 2.70168 0.92269 -2.16537  -0.70
O: 4.09809 1.04238 -2.07979  -0.47
C: 2.52584 3.15008 -0.95068  -1.00
O: 3.91239 3.19948 -0.89346  -0.25
O: 6.81977 0.97353 -0.85268  -0.42
H: 10.14151 1.14037 -1.00526  0.30
H: 9.24262 -0.11923 -0.10997  0.27
H: 9.17728 -0.06721 -1.90017  0.26
H: 8.93340 3.50548 -0.99258  0.39
H: 6.28969 4.22699 -0.85713  0.49
H: 2.36602 -0.11497 0.41100  0.38
H: 2.21021 1.46475 1.27165  0.40
H: 0.24729 2.07009 -1.88635  0.72
H: 0.11259 0.69288 -0.53141  -0.22
H: 0.33017 2.55456 -0.17262  0.44
H: 2.44685 -0.15470 -2.19504  0.32
H: 2.36252 1.40130 -3.10404  0.38
H: 2.13305 3.60638 -1.88165  0.36
H: 2.09201 3.66344 -0.07082  0.39
C: -2.97538 -0.15530 5.81658  -1.29
N: -3.15133 0.91860 4.86726  0.12
C: -3.85332 2.08549 5.38705  -1.05
C: -5.33324 1.93540 5.18216  1.05
F: -6.06757 2.96845 5.68359  -0.27
F: -5.61709 1.82355 3.83961  -0.27
F: -5.78373 0.77491 5.76786  -0.27
C: -2.59277 0.85697 3.62280  1.50
C: -2.46018 1.99614 2.79019  -1.02
C: -1.92815 1.88162 1.51948  -0.92
C: -1.54393 0.63224 1.00311  -0.24
C: -1.06878 0.54878 -0.42396  0.37
C: -1.60896 -0.59789 -1.21436  0.10
C: -0.98228 -1.03780 -2.38805  -0.57
C: -1.52775 -2.07675 -3.12221  -0.74
C: -2.75979 -2.66533 -2.73964  0.85
N: -3.20198 -3.80015 -3.34694  0.08
C: -4.58453 -4.21019 -3.35175  -1.22
C: -2.28384 -4.70014 -4.02755  -1.07
C: -1.65736 -5.60787 -3.01318  1.07
F: -0.78560 -6.50829 -3.54126  -0.27
F: -0.98132 -4.87547 -2.06204  -0.25
F: -2.63282 -6.30097 -2.33422  -0.28
C: -3.48860 -2.07451 -1.68071  -0.80
C: -2.89758 -1.07572 -0.92753  -0.79
C: -1.70495 -0.51057 1.80216  -0.39
C: -2.20241 -0.39749 3.08747  -0.51
H: -2.01436 -0.65615 5.63872  0.50
H: -2.96934 0.27459 6.82721  0.35
H: -3.77877 -0.90859 5.74163  0.33
H: -3.67971 2.11321 6.47170  0.32
H: -3.53273 3.00203 4.88777  0.31
H: -2.78706 2.96747 3.15372  0.20
H: -1.84070 2.77653 0.89971  0.45
H: -1.56553 1.41360 -0.90517  0.49
H: -0.05350 -0.57859 -2.73273  0.41
H: -1.02419 -2.43385 -4.01669  0.30
H: -5.25135 -3.33545 -3.37649  0.42
H: -4.74489 -4.81394 -4.25733  0.33
H: -4.83217 -4.81803 -2.46342  0.34
H: -2.87073 -5.31099 -4.72151  0.36
H: -1.48326 -4.15095 -4.52937  0.29
H: -4.48144 -2.44897 -1.43999  0.46
H: -3.44395 -0.67966 -0.07392  0.52
H: -1.47510 -1.49437 1.39592  0.60
H: -2.35845 -1.29868 3.68262  0.46

Output
- Kohn-Sham gap (eV) = 4.195
- HOMO energy (eV) = -5.9676
- calculated total energy (hartree) = -2159.28659
- relative energy (zero: lowest compared OMol25 entry of this formula, charge and spin) (kcal per mole) = 24.4